Record 1
Molecular formula: C6H35GaN2O15PS2
Method: DFT, ωB97M-V/def2-TZVPD

Output
- calculated total energy (eV) = -123819.4594
- total charge = -1
- Kohn-Sham gap (eV) = 7.621
- highest occupied orbital energy (eV) = -5.62
- multiplicity = 1

Last column: natural (NBO) charge in e.
Element x y z (Å)
C (-0.830078, -2.575323, -0.497089)  -0.723
C (0.391381, -1.459732, -0.250204)  0.697
O (1.621986, -1.967533, -0.157885)  -0.653
N (0.000842, -0.001610, -0.205938)  -0.943
C (1.183941, 0.936970, -0.229462)  0.709
C (1.136996, 2.177852, -1.338829)  -0.739
O (2.247882, 0.912112, 0.575903)  -0.590
Ga (-1.007782, 0.473583, 1.381426)  1.247
S (-2.007051, 2.540988, 0.894444)  -0.670
C (-2.569993, -0.803472, 1.837796)  -1.036
C (-2.280572, -1.742211, 3.172803)  0.111
N (-1.151621, -2.500774, 3.374535)  -0.635
P (0.272766, 0.816113, 3.308026)  1.200
O (1.189630, 2.322757, 3.095661)  -1.011
O (-0.798045, 1.117872, 4.681291)  -0.992
S (1.590471, -0.574895, 3.674024)  -0.647
H (-1.727154, -2.137223, -1.114937)  0.237
H (-1.288883, -2.937126, 0.543574)  0.238
H (-0.417302, -3.574679, -1.001205)  0.259
H (0.313961, 2.930705, -0.913918)  0.256
H (2.148720, 2.810803, -1.348852)  0.227
H (0.804915, 1.829419, -2.405331)  0.272
H (-2.572250, 2.367972, -0.409796)  0.175
H (-3.495909, -0.109462, 2.131032)  0.230
H (-2.955536, -1.434879, 0.904911)  0.242
H (-3.109278, -1.775455, 4.006398)  0.173
H (-0.503575, -2.343991, 2.544939)  0.338
H (2.143034, 2.024134, 2.959478)  0.519
H (-0.517704, 0.473924, 5.420007)  0.504
O (3.110515, 2.778768, 5.370420)  -0.948
H (2.154266, 2.747588, 5.217201)  0.486
H (3.367590, 3.662416, 5.067004)  0.460
O (1.713141, 2.025070, -4.224187)  -0.956
H (2.661026, 1.828847, -4.180934)  0.498
H (1.539543, 2.134003, -5.171277)  0.460
O (-1.538555, -3.499728, -3.242785)  -0.957
H (-1.133268, -2.763155, -3.724514)  0.494
H (-1.341402, -4.274432, -3.790459)  0.464
O (4.053439, 0.445198, -3.491451)  -0.968
H (4.851514, 0.670598, -2.990320)  0.472
H (3.606275, -0.211519, -2.936698)  0.501
O (2.651196, -2.316374, -3.514203)  -0.953
H (3.520769, -2.604756, -3.829700)  0.466
H (2.639198, -2.584444, -2.583086)  0.490
O (-2.150059, 4.211407, -1.618074)  -0.950
H (-1.492987, 4.891253, -1.830028)  0.470
H (-2.832568, 4.691038, -1.125003)  0.484
O (-4.949149, 5.430566, -0.162087)  -0.962
H (-5.085136, 4.478563, -0.043525)  0.491
H (-5.544060, 5.834749, 0.487297)  0.472
O (3.128804, -3.385181, 2.926660)  -0.969
H (2.832962, -3.638562, 2.039453)  0.474
H (3.031973, -2.421103, 2.939350)  0.497
O (5.175749, -5.333783, 1.332018)  -0.951
H (5.039762, -6.285786, 1.450579)  0.459
H (4.580837, -4.929600, 1.981402)  0.489
O (-1.583656, -1.731233, -5.616717)  -0.947
H (-2.539905, -1.762412, -5.769936)  0.474
H (-1.326581, -0.847585, -5.920133)  0.476
O (-5.517766, 1.993304, 0.832809)  -0.970
H (-5.878087, 1.116170, 0.633657)  0.466
H (-4.559170, 1.853275, 0.854467)  0.496

Cartesian forces (eV/Å) of the 3 atoms listed first:
-0.2 -0.1 0.7
3.4 -2.1 0.3
-6.2 3.1 -0.8


Record 2
Molecular formula: C6H35NO11
Method: DFT, ωB97M-V/def2-TZVPD

Output
- calculated total energy (eV) = -30800.6098
- energy above the lowest of the compared OMol25 structures with the same formula, charge and spin (eV) = 4.0862
- SMILES = CCCC[C@H](N)CO.O.O.O.O.O.O.O.O.O.O
- Kohn-Sham gap (eV) = 8.858
- highest occupied orbital energy (eV) = -9.13
- multiplicity = 1

Last column: natural (NBO) charge in e.
Element x y z (Å)
C (-0.738960, -2.729448, 2.262910)  -0.621
C (-1.316583, -1.463910, 1.666765)  -0.404
C (-0.661110, -0.202248, 2.245704)  -0.416
C (0.780898, 0.076735, 1.799130)  -0.407
C (1.291121, -0.412390, 0.384727)  -0.084
N (2.686417, 0.052688, 0.313689)  -0.911
C (0.339980, -0.166163, -0.867212)  -0.129
O (0.894098, 0.754034, -1.777091)  -0.755
H (0.250617, -2.991784, 1.911914)  0.212
H (-1.530026, -3.484879, 2.129080)  0.213
H (-0.635563, -2.663611, 3.340226)  0.197
H (-2.404329, -1.403922, 1.798781)  0.205
H (-1.214301, -1.529924, 0.570155)  0.204
H (-0.660275, -0.290455, 3.338958)  0.204
H (-1.217503, 0.732650, 2.005397)  0.205
H (1.093099, 1.076009, 2.091663)  0.205
H (1.480102, -0.522646, 2.405700)  0.190
H (1.442127, -1.496400, 0.501149)  0.198
H (2.979996, 1.018593, 0.129335)  0.405
H (3.069058, -0.555863, -0.392737)  0.364
H (0.021560, -1.141530, -1.317248)  0.245
H (-0.502198, 0.410437, -0.436830)  0.149
H (1.618197, 0.427500, -2.317738)  0.481
O (-1.533992, -0.070802, -3.903784)  -0.990
H (-2.138851, -0.311285, -3.190664)  0.505
H (-1.758678, 0.732058, -4.370078)  0.484
O (-1.958253, 3.239453, 2.316500)  -0.946
H (-1.403822, 3.753199, 1.709585)  0.466
H (-1.662256, 3.643643, 3.143830)  0.487
O (-3.510432, -0.345068, -1.266186)  -0.950
H (-2.720145, 0.074642, -0.902098)  0.469
H (-4.130238, 0.136822, -0.697975)  0.480
O (5.053343, -0.709016, -0.733835)  -0.943
H (4.846582, -1.303771, -0.014637)  0.479
H (4.799257, 0.195154, -0.541852)  0.478
O (1.209924, -1.930888, -2.961926)  -0.930
H (0.600551, -1.191055, -3.083898)  0.484
H (1.778933, -1.680807, -2.230619)  0.457
O (-1.605052, 3.231792, -1.703775)  -0.941
H (-1.670263, 3.576425, -0.818096)  0.457
H (-1.517317, 2.274618, -1.729667)  0.486
O (-3.658703, 2.105150, 0.134589)  -0.965
H (-4.483171, 2.560015, 0.347129)  0.478
H (-3.028329, 2.548373, 0.721265)  0.485
O (-1.626571, -1.826902, -1.685219)  -0.961
H (-1.531361, -2.324464, -2.508013)  0.493
H (-2.250360, -2.312037, -1.136587)  0.495
O (3.486521, -2.331358, 1.898086)  -0.961
H (2.943902, -2.273478, 2.690126)  0.471
H (3.697658, -1.417615, 1.659744)  0.483
O (2.490904, 2.600031, -0.866684)  -0.985
H (2.661042, 3.492033, -1.173322)  0.481
H (1.552755, 2.371664, -0.888363)  0.506

Cartesian forces (eV/Å) of the 3 atoms listed first:
-1.2 -0.3 0.6
0.2 0.7 -0.5
-0.1 1.0 -0.7


Record 3
Molecular formula: C6H35NO13
Method: DFT, ωB97M-V/def2-TZVPD

Output
- calculated total energy (eV) = -34888.7751
- energy above the lowest of the compared OMol25 structures with the same formula, charge and spin (eV) = 0.0000
- <S²> = 0.77
- total charge = +1
- Kohn-Sham gap (spin up / spin down) (eV) = 9.580 / 4.791
- highest occupied orbital energy (spin up / spin down) (eV) = -13.19 / -13.19
- multiplicity = 2

Last column: natural (NBO) charge in e.
Element x y z (Å)
C (-2.369228, -0.957185, -0.502058)  0.514
N (-1.538264, 0.085084, -0.753467)  -0.059
C (-1.146967, 0.346734, -2.177466)  -0.263
C (0.241002, 0.987156, -2.099588)  -0.449
C (0.603141, 1.260492, -0.630966)  -0.460
C (-0.367073, 0.286043, 0.109938)  -0.114
C (-0.634120, 0.797730, 1.514490)  -0.631
O (-2.320948, -1.532086, 0.579205)  -0.458
H (-3.079882, -1.322711, -1.246610)  0.196
H (-1.131428, -0.696426, -2.579393)  0.300
H (-1.954915, 0.943427, -2.622384)  0.264
H (1.004083, 0.283630, -2.432536)  0.273
H (0.337446, 1.872975, -2.712996)  0.229
H (0.493166, 2.280909, -0.170969)  0.262
H (1.669920, 1.141687, -0.433958)  0.298
H (0.136011, -0.707086, 0.235214)  0.299
H (-0.027115, 0.311184, 2.283054)  0.270
H (-0.618681, 1.864002, 1.596452)  0.229
H (-1.659477, 0.478266, 1.848239)  0.221
H (1.128188, -3.138438, 1.337294)  0.527
H (0.299692, -1.809160, 1.221308)  0.458
O (1.175010, -2.166232, 1.376202)  -0.975
H (-3.878174, 1.249820, 1.570688)  0.479
H (-4.826909, 2.193492, 0.993654)  0.492
O (-4.016917, 1.728917, 0.744661)  -0.966
H (0.135397, 3.377750, -1.699843)  0.454
H (-0.938765, 3.816871, -0.768541)  0.483
O (-0.028607, 4.082834, -1.055479)  -0.954
H (-1.837513, -3.401620, 0.744272)  0.465
H (-2.278273, -3.979014, 2.063079)  0.478
O (-1.804750, -4.218525, 1.257460)  -0.944
H (2.802477, -1.706425, 2.158307)  0.481
H (3.293610, -0.287043, 2.569371)  0.488
O (3.583076, -1.176128, 2.360809)  -0.969
H (2.248294, -1.733082, -1.995829)  0.540
H (2.221020, -2.082090, -3.753366)  0.531
O (1.878157, -2.015231, -2.854090)  -1.055
H (-0.835047, -3.224933, -2.321928)  0.490
H (0.587452, -2.733193, -2.082330)  0.521
O (-0.328223, -2.619015, -1.767609)  -1.019
H (-2.036838, 2.976019, 0.585424)  0.469
H (-3.140934, 3.627961, -0.207615)  0.489
O (-2.335908, 3.847132, 0.274747)  -0.920
H (3.341063, 2.156496, 1.864298)  0.490
H (1.868324, 2.238097, 1.831458)  0.499
O (2.575524, 1.567975, 1.694441)  -0.995
H (0.978019, 4.434801, 0.837274)  0.519
H (0.573900, 4.315082, 2.371730)  0.491
O (1.161468, 3.979075, 1.674418)  -0.990
H (3.333915, -1.948987, -0.301182)  0.484
H (2.832984, -0.838202, 0.401792)  0.507
O (3.043861, -1.055026, -0.525728)  -0.971
H (0.231242, -5.115468, 0.049431)  0.495
H (0.464928, -3.627105, -0.375097)  0.478
O (0.892584, -4.441230, -0.077680)  -0.973

Cartesian forces (eV/Å) of the 3 atoms listed first:
-1.8 -2.3 2.2
3.3 0.5 -1.3
-0.3 -0.1 1.0


Record 4
Molecular formula: C6H36BeO13
Method: DFT, ωB97M-V/def2-TZVPD

Output
- calculated total energy (eV) = -33826.4150
- energy above the lowest of the compared OMol25 structures with the same formula, charge and spin (eV) = 0.0000
- Kohn-Sham gap (eV) = 5.869
- highest occupied orbital energy (eV) = -7.00
- multiplicity = 1

Last column: natural (NBO) charge in e.
Element x y z (Å)
Be (0.829500, 1.589018, 0.626339)  1.699
C (-1.388500, 0.324018, 3.487339)  -0.641
C (-0.266500, 0.195018, 4.509339)  0.088
C (-0.710500, -0.400982, 5.812339)  -0.622
O (0.813500, -0.571982, 3.870339)  -0.970
H (-1.054500, 0.875018, 2.614339)  0.183
H (-2.053500, 1.117018, 3.810339)  0.190
H (-1.855500, -0.576982, 3.252339)  0.207
H (0.197500, 1.214018, 4.701339)  0.099
H (0.099500, -0.320982, 6.564339)  0.210
H (-1.047500, -1.476982, 5.708339)  0.213
H (-1.492500, 0.252018, 6.127339)  0.187
C (-1.995500, -0.239982, -0.171661)  -0.605
C (-0.673500, -0.268982, -0.812661)  0.061
C (-0.573500, 0.571018, -2.033661)  -0.628
O (0.143500, 0.217018, 0.231339)  -1.114
H (-2.193500, -0.828982, 0.677339)  0.216
H (-2.865500, -0.391982, -0.834661)  0.194
H (-2.219500, 0.810018, 0.207339)  0.194
H (-0.397500, -1.263982, -0.881661)  0.185
H (0.429500, 0.556018, -2.374661)  0.182
H (-0.812500, 1.624018, -1.853661)  0.195
H (-1.208500, 0.247018, -2.855661)  0.219
O (-0.733500, -3.903982, -0.723661)  -0.977
H (-0.545500, -4.549982, -1.391661)  0.467
H (0.071500, -3.546982, -0.402661)  0.501
O (1.439500, 3.067018, -3.743661)  -0.959
H (0.831500, 2.411018, -4.033661)  0.493
H (2.315500, 2.687018, -3.618661)  0.455
O (1.600500, -2.550982, 0.128339)  -1.003
H (1.134500, -2.263982, 0.931339)  0.524
H (1.969500, -1.710982, -0.259661)  0.464
O (-0.050500, -0.840982, -5.014661)  -0.957
H (-0.397500, -1.392982, -4.290661)  0.496
H (0.799500, -0.546982, -4.733661)  0.457
O (2.808500, -0.301982, -1.476661)  -0.942
H (2.396500, -1.024982, -1.995661)  0.500
H (3.411500, 0.065018, -2.147661)  0.487
O (-0.817500, 1.859018, -5.055661)  -0.976
H (-1.412500, 2.231018, -4.431661)  0.468
H (-0.874500, 0.879018, -5.026661)  0.505
O (-0.161500, -2.332982, 2.204339)  -0.973
H (0.002500, -1.583982, 2.780339)  0.506
H (-0.894500, -1.965982, 1.753339)  0.444
O (1.414500, 1.418018, 2.203339)  -1.090
H (1.987500, 2.012018, 2.725339)  0.515
H (0.882500, 0.813018, 2.746339)  0.561
O (-1.125500, -2.711982, -3.271661)  -0.943
H (-0.244500, -2.704982, -2.932661)  0.464
H (-1.641500, -2.581982, -2.446661)  0.505
O (-0.196500, 3.085018, 0.837339)  -0.997
H (-0.454500, 3.632018, 0.052339)  0.525
H (-0.231500, 3.611018, 1.634339)  0.521
O (2.018500, 2.071018, -0.414661)  -1.042
H (2.115500, 1.213018, -0.963661)  0.547
H (2.877500, 2.213018, -0.002661)  0.511

Cartesian forces (eV/Å) of the 3 atoms listed first:
-1.2 -1.7 0.7
0.7 3.1 0.9
3.0 -1.2 -1.8